[1]
Density functional theory data (ωB97M-V with the def2-TZVPD basis set) for C33H31Cl4FeN2O6PS2Te as an isolated structure.

Properties
* total charge: -2

The geometry in XYZ format:
```
81
Properties=species:S:1:pos:R:3:forces:R:3:lowdin_charge:R:1
Fe -0.379 -0.081 0.438 0.197 -0.128 0.026 0.548
S -6.758 -2.797 0.662 -0.074 0.012 0.022 1.016
C -6.703 -4.420 1.210 0.047 -0.061 0.030 -0.446
C -5.420 -4.844 1.370 0.008 0.011 -0.009 -0.186
C -4.465 -3.846 1.039 -0.088 0.005 -0.055 -0.100
C -5.040 -2.673 0.631 0.158 -0.066 0.037 -0.479
C -4.347 -1.458 0.187 -0.022 0.029 0.015 -0.194
C -3.028 -1.242 0.640 -0.115 0.043 -0.015 -0.023
N -2.292 -0.258 0.183 -0.298 -0.299 0.101 0.074
C -2.809 0.617 -0.704 0.098 0.061 -0.017 -0.098
C -4.142 0.550 -1.150 -0.039 -0.090 0.050 -0.151
C -4.616 1.544 -2.045 0.040 0.049 -0.020 -0.082
C -3.752 2.539 -2.449 -0.083 0.010 -0.014 -0.061
C -2.422 2.629 -2.017 0.168 -0.052 0.071 -0.159
C -1.457 3.572 -2.513 -0.041 -0.011 0.077 -0.004
C -0.213 3.623 -1.996 0.041 0.085 -0.100 -0.302
C 0.162 2.759 -0.826 -0.029 -0.117 -0.114 -0.654
N -0.658 1.576 -0.705 -0.058 -0.045 0.050 -0.023
C -1.902 1.646 -1.139 -0.074 -0.006 -0.028 -0.183
C 0.770 4.569 -2.534 -0.108 0.017 -0.044 -0.478
C 0.604 5.525 -3.512 0.044 -0.047 0.032 -0.146
C 1.785 6.250 -3.799 0.001 -0.016 0.006 -0.223
C 2.843 5.846 -3.038 -0.013 0.061 -0.043 -0.449
S 2.390 4.606 -1.955 0.056 -0.047 0.027 1.000
C -4.897 -0.550 -0.689 0.063 0.054 -0.055 0.021
H -7.610 -4.976 1.384 -0.018 0.033 -0.009 0.049
H -5.148 -5.837 1.699 -0.027 -0.005 0.005 0.099
H -3.395 -4.011 1.064 0.016 0.050 -0.010 0.108
H -2.575 -1.882 1.384 0.008 -0.010 -0.014 0.125
H -5.637 1.505 -2.401 -0.001 -0.003 -0.002 0.086
H -4.109 3.294 -3.145 0.011 0.000 -0.003 0.101
H -1.748 4.228 -3.327 0.004 0.006 0.000 0.105
H 1.202 2.445 -0.893 0.041 0.011 -0.010 0.017
H -0.340 5.706 -4.005 -0.003 -0.012 -0.004 0.094
H 1.843 7.040 -4.536 0.009 0.000 0.001 0.085
H 3.848 6.238 -3.043 0.005 -0.025 0.027 0.046
H -5.905 -0.686 -1.069 -0.005 -0.037 0.020 0.103
Cl -0.988 -6.725 1.405 0.001 -0.005 0.001 0.583
C -0.742 -5.172 0.660 0.003 -0.021 0.040 -0.748
C -0.805 -5.035 -0.710 -0.014 0.047 -0.031 -0.736
Cl -1.118 -6.415 -1.718 0.000 -0.020 -0.010 0.591
C -0.627 -3.767 -1.294 0.035 -0.060 0.031 -0.615
Cl -0.714 -3.564 -3.017 0.000 0.005 -0.029 0.642
C -0.380 -2.632 -0.525 0.029 0.112 0.155 -0.391
O -0.226 -1.441 -1.005 -0.050 -0.052 -0.204 -0.146
C -0.308 -2.776 0.914 0.020 -0.079 -0.097 -0.436
O -0.114 -1.697 1.609 -0.188 0.198 -0.135 -0.183
C -0.491 -4.042 1.462 0.009 0.030 -0.010 -0.633
Cl -0.436 -4.178 3.195 -0.002 -0.004 0.011 0.635
C 5.772 -1.695 2.106 0.030 -0.008 0.037 -0.094
C 5.237 -1.803 0.690 -0.058 0.019 -0.087 -0.335
O 4.286 -0.789 0.393 0.070 0.126 0.057 -0.341
P 2.739 -1.033 0.968 -0.213 -0.109 -0.067 0.940
O 2.716 -0.089 2.270 0.157 0.033 0.088 -0.322
C 3.104 1.302 2.202 -0.096 -0.013 -0.030 -0.296
C 3.725 1.685 3.525 -0.010 0.021 0.030 -0.075
O 1.978 0.019 -0.052 0.165 0.005 -0.009 -0.344
C 2.149 -0.186 -1.485 -0.017 -0.015 0.089 -0.269
C 3.259 0.674 -2.053 0.000 0.016 0.024 -0.067
H 6.512 -2.477 2.291 0.007 0.009 -0.011 0.067
H 4.969 -1.801 2.836 -0.014 -0.002 -0.023 0.068
H 6.244 -0.723 2.261 -0.017 0.010 0.002 0.072
H 4.795 -2.791 0.518 -0.014 -0.001 0.055 0.101
H 6.049 -1.673 -0.030 -0.010 -0.036 -0.010 0.109
H 2.218 1.905 1.992 0.022 0.012 -0.007 0.038
H 3.803 1.448 1.378 0.068 -0.020 -0.007 0.109
H 3.012 1.545 4.339 -0.005 -0.010 -0.010 0.071
H 4.015 2.737 3.504 -0.015 -0.001 -0.010 0.076
H 4.609 1.079 3.737 0.006 -0.009 -0.022 0.063
H 1.191 0.057 -1.929 -0.039 0.037 -0.002 0.101
H 2.322 -1.250 -1.671 0.019 0.022 0.001 0.113
H 3.064 1.729 -1.873 -0.017 0.065 0.025 0.034
H 3.298 0.527 -3.136 -0.033 -0.015 0.009 0.079
H 4.228 0.422 -1.628 0.019 -0.028 0.016 0.058
C -0.277 0.782 3.376 -0.167 -0.096 -0.086 -0.118
O -0.880 1.028 2.108 0.539 -0.010 0.035 -0.247
H -0.731 1.432 4.128 -0.022 -0.023 0.013 0.080
H 0.797 0.961 3.350 -0.001 0.007 0.011 0.050
H -0.448 -0.265 3.618 0.006 0.008 0.007 0.080
H -0.631 1.956 1.844 -0.177 0.136 0.108 -0.118
Te 0.144 3.984 1.048 0.060 0.258 0.019 0.518
```
Forces are in eV/Å.


[2]
Density functional theory data (ωB97M-V with the def2-TZVPD basis set) for a single C5H8O2 molecule.

Properties
* energy relative to the best compared isomer or geometry (same formula, charge and spin): 277.38 kJ/mol
* SMILES: C#CCOCCO

The geometry in XYZ format:
```
15
Properties=species:S:1:pos:R:3:forces:R:3:lowdin_charge:R:1
C 3.301 1.324 0.370 -0.359 -0.268 -0.141 0.119
C 2.393 0.642 -0.025 0.394 0.263 0.111 -0.092
C 1.313 -0.208 -0.537 0.195 -0.067 -0.112 -0.244
O 0.134 0.020 0.198 0.039 0.024 0.062 -0.152
C -0.943 -0.773 -0.262 -0.175 -0.120 -0.090 -0.215
C -2.167 -0.327 0.514 0.025 -0.377 -0.003 -0.248
O -2.423 1.041 0.298 0.161 0.183 0.070 -0.055
H 4.106 1.929 0.729 -0.170 -0.116 -0.072 0.029
H 1.149 0.002 -1.607 0.032 0.020 0.173 0.132
H 1.612 -1.266 -0.459 -0.016 0.153 0.014 0.130
H -1.097 -0.605 -1.339 -0.003 -0.014 0.114 0.131
H -0.736 -1.843 -0.101 -0.043 0.143 0.016 0.130
H -3.046 -0.884 0.173 0.142 0.080 0.053 0.124
H -2.013 -0.547 1.582 -0.037 0.070 -0.157 0.124
H -1.584 1.495 0.464 -0.185 0.025 -0.037 0.087
```
Forces are in eV/Å.


[3]
Density functional theory data (ωB97M-V with the def2-TZVPD basis set) for a 2-piece molecular cluster, C4H10NO2 overall.

Properties
* energy relative to the best compared isomer or geometry (same formula, charge and spin): 102.32 kJ/mol
* total charge: +1

The geometry in XYZ format:
```
17
Properties=species:S:1:pos:R:3:forces:R:3:lowdin_charge:R:1
C 1.456 -0.250 0.774 0.109 -0.523 -0.652 -0.023
C 1.074 0.920 -0.064 0.055 0.540 0.183 -0.342
C 1.759 2.022 -0.320 -0.245 -0.284 0.403 0.117
N -0.317 0.825 -0.576 0.139 -0.135 0.345 0.226
H 2.480 -0.159 1.120 -0.013 0.077 0.061 0.097
H 0.795 -0.405 1.628 -0.039 0.236 0.033 0.098
H 1.392 -1.157 0.161 0.083 -0.031 0.147 0.093
H 1.306 2.890 -0.780 0.161 -0.085 -0.334 0.085
H 2.773 2.098 0.045 -0.005 0.122 0.003 0.091
H -0.980 0.813 0.215 -0.218 -0.082 -0.213 0.143
H -0.472 -0.069 -1.060 -0.050 0.087 0.054 0.135
H -0.552 1.583 -1.210 -0.015 0.182 -0.041 0.170
O -2.427 -0.533 0.847 -0.040 0.737 0.361 0.092
C -2.327 -1.604 0.349 0.387 -0.673 -0.176 -0.334
O -1.583 -1.761 -0.773 -0.168 -0.708 -0.315 0.051
H -2.733 -2.535 0.760 -0.224 0.010 -0.066 0.158
H -1.644 -2.677 -1.115 0.084 0.530 0.208 0.144
```
Forces are in eV/Å.


For the records above, the corresponding frontier orbital gap values read 4.7 11.1 11.5 eV.
For the records above, the corresponding E values read -172723.59648 -9406.95739 -9888.52738 eV.
For the records above, the corresponding E_HOMO values read -0.93 -10.16 -14.58 eV.